No. 1
DFT (wB97M-V/def2-TZVPD) results for a single C4H7NO molecule.

```
13
Properties=species:S:1:pos:R:3:forces:R:3:lowdin_charge:R:1
C -1.541219 0.084160 0.459822 0.039 0.100 -0.007 -0.0526
C -0.362103 -0.769766 0.063603 -0.229 -0.148 0.036 -0.2884
C 0.484054 -0.525318 -1.144068 0.001 -0.047 -0.284 -0.0812
N 1.034892 -0.374788 0.176893 0.253 0.163 0.066 -0.0241
C 1.570611 0.852737 0.522003 0.047 0.133 -0.147 -0.3266
O 2.103461 1.591229 -0.275768 -0.133 -0.152 0.353 0.0399
H -1.676754 0.093278 1.546776 0.072 0.023 -0.149 0.0776
H -2.445682 -0.360336 0.027675 0.157 0.115 0.039 0.0809
H -1.467233 1.115827 0.104252 0.099 -0.111 0.033 0.0828
H -0.502382 -1.816445 0.330573 0.078 0.106 -0.026 0.1326
H 0.843613 -1.370101 -1.723798 -0.025 0.084 0.059 0.1092
H 0.404594 0.414983 -1.690036 -0.261 -0.237 0.053 0.1172
H 1.554147 1.064546 1.602070 -0.097 -0.028 -0.026 0.1325
```
Forces are in eV/Å.

Properties
* max |F|: 0.41 eV Å⁻¹
* structure (SMILES): C[C@H]1CN1C=O
* HOMO energy: -0.3583 Eh
* LUMO level: 0.972 eV
* spin multiplicity: 1



No. 2
DFT (wB97M-V/def2-TZVPD) results for a single C4H7NO molecule at a distorted geometry.

```
13
Properties=species:S:1:pos:R:3:forces:R:3:lowdin_charge:R:1
C 1.816679 0.692797 1.289561 -0.875 -1.327 -2.481 -0.0467
C 1.369088 -0.050776 -0.116429 1.111 1.558 2.612 -0.0610
C 0.178626 -0.487460 -0.324441 -0.280 -0.240 -0.029 -0.0241
N -1.014857 -0.910932 -0.361878 0.545 0.988 -0.397 -0.3379
C -2.026233 -0.039751 -0.980409 -0.576 0.119 -0.206 0.0105
O -1.395968 -2.053384 0.010710 -0.416 -1.014 0.313 -0.0829
H 2.355116 1.594763 1.024348 0.070 0.126 0.062 0.0525
H 0.930554 0.919123 1.866578 -0.077 0.043 0.131 0.0574
H 2.461269 0.005188 1.822958 0.116 -0.024 0.142 0.0567
H 2.174433 -0.128914 -0.828769 -0.019 -0.163 -0.312 0.0888
H -2.146538 -0.322855 -2.027604 0.083 -0.042 0.121 0.0970
H -2.972788 -0.222761 -0.465453 0.278 0.043 0.025 0.0973
H -1.729380 1.004961 -0.909172 0.040 -0.066 0.019 0.0924
```
Forces are in eV/Å.

Properties
* max |F|: 3.24 eV Å⁻¹
* structure (SMILES): CC=C=[N+](C)[O-]
* HOMO energy: -0.3091 Eh
* LUMO level: 0.834 eV
* spin multiplicity: 1